# 1
{
  "formula": "C5H4N",
  "method": "ωB97M-V with the def2-TZVPD basis set",
  "homo_ha": [-0.559, -0.577],
  "spin_multiplicity": 1,
  "charge": 1,
  "largest_force_ev_per_a": 3.98,
  "orbital_gap_ev": [7.9, 7.5],
  "species": ["C", "C", "C", "C", "C", "N", "H", "H", "H", "H"],
  "coordinates": [[-2.7148, -0.4122, -0.0843], [-1.3824, -0.2772, 0.0319], [0.3758, 1.2206, 0.0497], [-0.9152, 1.0751, -0.0482], [0.9001, -0.2074, -0.1115], [-0.2303, -1.0541, 0.0410], [0.9089, 2.0745, 0.1905], [1.5080, -0.2319, -1.1437], [1.5835, -0.2172, 0.6597], [-0.0335, -1.9701, 0.4149]]
}



# 2
{
  "formula": "C24H23BClN16RuSe",
  "method": "ωB97M-V with the def2-TZVPD basis set",
  "homo_ha": -0.378,
  "spin_multiplicity": 1,
  "charge": 1,
  "largest_force_ev_per_a": 1.12,
  "orbital_gap_ev": 5.2,
  "species": ["Ru", "C", "C", "N", "N", "C", "B", "N", "C", "C", "C", "N", "N", "C", "C", "C", "N", "N", "C", "C", "C", "N", "H", "H", "H", "H", "H", "H", "H", "H", "H", "H", "H", "H", "Se", "N", "C", "C", "C", "C", "N", "C", "N", "H", "H", "H", "C", "N", "C", "C", "N", "C", "H", "H", "H", "H", "H", "H", "Cl", "C", "H", "H", "N", "C", "N", "C", "N"],
  "coordinates": [[0.5464, 0.2441, 0.1732], [-2.5143, -2.2258, 1.8745], [-1.1745, -1.8929, 1.6842], [-1.0577, -0.9177, 0.7880], [-2.3152, -0.5884, 0.4052], [-3.2040, -1.3706, 1.0393], [-2.4589, 0.5079, -0.6912], [-1.5817, 0.0482, -1.9050], [-1.8952, -0.4035, -3.1343], [-0.7384, -0.7499, -3.7956], [0.2733, -0.4962, -2.8689], [-0.2409, -0.0330, -1.7354], [-1.8560, 1.8178, -0.1025], [-2.4167, 3.0211, 0.1136], [-1.4527, 3.8668, 0.6199], [-0.2952, 3.0922, 0.6843], [-0.5560, 1.8656, 0.2326], [-3.9014, 0.7844, -1.0456], [-4.5797, 1.0078, -2.2017], [-5.8741, 1.3220, -1.8847], [-5.9051, 1.2773, -0.4784], [-4.7265, 0.9649, 0.0224], [-2.9300, -2.9565, 2.5449], [-0.2966, -2.2826, 2.1696], [-4.2583, -1.2350, 0.8786], [-2.9130, -0.4848, -3.4692], [-0.6465, -1.1343, -4.7954], [1.3404, -0.6295, -2.9605], [-3.4615, 3.1767, -0.0900], [-1.5720, 4.8941, 0.9132], [0.6897, 3.3482, 1.0342], [-4.1122, 0.9956, -3.1699], [-6.6709, 1.5590, -2.5672], [-6.7323, 1.4651, 0.1875], [2.2513, -2.7167, 4.4043], [1.4471, -4.0978, 3.6853], [1.6666, -4.0310, 2.3739], [1.1798, -4.9388, 1.4072], [1.4735, -4.7104, 0.0874], [2.2200, -3.5843, -0.2794], [2.6831, -2.7099, 0.6052], [2.4575, -2.9125, 1.9577], [2.9050, -2.1047, 2.8872], [0.5832, -5.7833, 1.7263], [1.1263, -5.3649, -0.6974], [2.4430, -3.3721, -1.3168], [3.6077, 3.8602, -2.7288], [3.2526, 2.9738, -1.6299], [3.8237, 2.9583, -0.3826], [3.1461, 2.0251, 0.3387], [2.1706, 1.4641, -0.4566], [2.2621, 2.0659, -1.6281], [4.6741, 4.0647, -2.6864], [3.0534, 4.7943, -2.6607], [3.3821, 3.3705, -3.6726], [4.6417, 3.6076, -0.1246], [3.2681, 1.7216, 1.3640], [1.6221, 1.8828, -2.4754], [5.1076, -1.8961, -0.1681], [3.4225, -1.5115, 0.1798], [2.9376, -1.0814, -0.6937], [3.3748, -0.8189, 1.0140], [1.3930, 0.1722, 2.0949], [1.1761, 0.0245, 3.2405], [1.2193, -0.1124, 4.4985], [0.1802, -0.4018, 5.2676], [-0.6645, -0.6950, 5.9986]]
}



# 3
{
  "formula": "C12H13BrN2OP2",
  "method": "ωB97M-V with the def2-TZVPD basis set",
  "homo_ha": -0.321,
  "spin_multiplicity": 1,
  "largest_force_ev_per_a": 2.57,
  "orbital_gap_ev": 9.0,
  "smiles": "C#C[PH]#P(O)Br.c1ccncc1.c1ccncc1",
  "species": ["C", "C", "P", "P", "O", "Br", "H", "H", "H", "N", "C", "C", "C", "C", "C", "H", "H", "H", "H", "H", "N", "C", "C", "C", "C", "C", "H", "H", "H", "H", "H"],
  "coordinates": [[-4.4317, -1.1245, -0.3499], [-4.1979, -0.2954, -1.1731], [-4.0578, 0.9646, -2.4609], [-3.2977, -0.1032, -4.2230], [-2.9055, 1.2041, -5.1674], [-5.1030, -1.1256, -5.1575], [-4.8504, -1.8864, 0.2446], [-5.3840, 1.3367, -2.7997], [-3.2120, 1.0028, -6.0609], [0.1237, -0.8136, -1.3806], [1.1302, -1.5808, -0.9630], [1.1946, -2.1477, 0.2998], [0.1555, -1.9040, 1.1822], [-0.8992, -1.1097, 0.7682], [-0.8676, -0.5924, -0.5171], [1.9239, -1.7415, -1.6852], [2.0382, -2.7626, 0.5834], [0.1688, -2.3263, 2.1790], [-1.7300, -0.8938, 1.4257], [-1.6774, 0.0226, -0.8788], [1.7078, 1.0961, 2.2172], [2.5429, 1.0376, 1.1792], [3.8966, 1.3268, 1.2642], [4.4131, 1.7005, 2.4938], [3.5614, 1.7687, 3.5836], [2.2243, 1.4565, 3.3916], [2.0949, 0.7438, 0.2367], [4.5279, 1.2607, 0.3886], [5.4647, 1.9354, 2.6012], [3.9241, 2.0571, 4.5608], [1.5217, 1.4937, 4.2173]]
}



# 4
{
  "formula": "C4H10NO2",
  "method": "ωB97M-V with the def2-TZVPD basis set",
  "homo_ha": -0.559,
  "spin_multiplicity": 1,
  "charge": 1,
  "largest_force_ev_per_a": 2.11,
  "orbital_gap_ev": 11.7,
  "smiles": "C[NH2+][C@H](C)C(=O)O",
  "species": ["O", "C", "C", "N", "C", "C", "O", "H", "H", "H", "H", "H", "H", "H", "H", "H", "H"],
  "coordinates": [[1.2834, -0.9306, 1.8380], [1.5996, -0.0887, 0.8262], [0.4534, 0.4339, 0.0133], [-0.8581, -0.0377, 0.6798], [-2.0137, 0.2745, -0.2554], [0.6583, -0.0348, -1.4240], [2.7122, 0.2826, 0.6308], [1.9568, -1.6264, 1.9035], [0.4475, 1.5207, 0.0292], [-0.6156, -0.9256, 1.1345], [-1.0154, 0.5979, 1.4637], [-2.9593, 0.0602, 0.2315], [-1.8879, 1.3183, -0.5256], [-1.9566, -0.3297, -1.1501], [-0.0674, 0.2848, -2.1717], [0.6318, -1.1271, -1.4786], [1.6308, 0.3277, -1.7453]]
}



# 5
{
  "formula": "C3H8OS",
  "method": "ωB97M-V with the def2-TZVPD basis set",
  "homo_ha": -0.329,
  "spin_multiplicity": 1,
  "largest_force_ev_per_a": 1.39,
  "orbital_gap_ev": 9.8,
  "smiles": "OCCCS",
  "species": ["C", "O", "C", "C", "S", "H", "H", "H", "H", "H", "H", "H", "H"],
  "coordinates": [[-0.3835, -1.0656, -0.8169], [-1.4386, -0.2242, -1.3031], [-0.0264, -0.5756, 0.5739], [0.2646, 0.9167, 0.5557], [1.2149, 1.4357, 2.0095], [0.5048, -0.9812, -1.4684], [-0.7883, -2.0784, -0.8698], [-1.4828, -0.3171, -2.2674], [0.7469, -1.1950, 1.0256], [-0.9511, -0.6571, 1.1627], [0.8589, 1.1519, -0.3373], [-0.6628, 1.4607, 0.3882], [2.1433, 2.1290, 1.3472]]
}



# 6
{
  "formula": "C5H8N2S",
  "method": "ωB97M-V with the def2-TZVPD basis set",
  "homo_ha": -0.340,
  "spin_multiplicity": 1,
  "largest_force_ev_per_a": 1.83,
  "orbital_gap_ev": 10.0,
  "smiles": "C[C@]12CN1N=C[C@H]2S",
  "species": ["C", "C", "C", "C", "C", "H", "H", "H", "H", "H", "H", "H", "H", "N", "N", "S"],
  "coordinates": [[0.8147, 1.6521, -0.6419], [0.3311, 0.3227, -0.0478], [0.8342, -0.1451, 1.2822], [-0.5512, -1.7640, -0.5925], [-0.9370, -0.2951, -0.6089], [0.9659, 1.6817, -1.7390], [0.1292, 2.4291, -0.2792], [1.7869, 1.8866, -0.1852], [1.5085, 0.5542, 1.8320], [0.1752, -0.7203, 1.9438], [-1.2072, -2.6242, -0.7413], [-1.1567, 0.0171, -1.6334], [-2.1699, -0.2605, 1.4445], [1.3548, -0.7968, -0.0021], [0.6331, -2.0113, -0.2240], [-2.5116, 0.0737, 0.1927]]
}



# 7
{
  "formula": "C9H6GaN2O4",
  "method": "ωB97M-V with the def2-TZVPD basis set",
  "homo_ha": -0.718,
  "spin_multiplicity": 1,
  "charge": 3,
  "largest_force_ev_per_a": 12.15,
  "orbital_gap_ev": 4.8,
  "species": ["O", "C", "Ga", "O", "C", "C", "O", "C", "O", "N", "C", "C", "C", "N", "C", "C", "H", "H", "H", "H", "H", "H"],
  "coordinates": [[1.5605, 0.9763, -2.3169], [0.9551, 0.5974, -1.4177], [0.0000, 0.0000, 0.0000], [-0.0514, -2.7148, -1.1783], [-0.0315, -1.6585, -0.7198], [-1.3138, 1.1800, -0.3887], [-2.1504, 1.9317, -0.6365], [-0.9553, -0.5974, 1.4177], [-1.5609, -0.9763, 2.3167], [5.5369, 0.7344, 2.5452], [4.2748, 0.5351, 1.9325], [3.3878, 1.6038, 1.7950], [2.1466, 1.3919, 1.1982], [1.7903, 0.1511, 0.7433], [2.6423, -0.9082, 0.8766], [3.8993, -0.7319, 1.4673], [5.8086, 1.6645, 2.8979], [6.1973, -0.0481, 2.6584], [3.6498, 2.5923, 2.1527], [1.4634, 2.2289, 1.1093], [2.3567, -1.8926, 0.5322], [4.5700, -1.5752, 1.5691]]
}



# 8
{
  "formula": "C4H6MgNiO4",
  "method": "ωB97M-V with the def2-TZVPD basis set",
  "homo_ha": [-0.306, -0.292],
  "s2": 2.026,
  "spin_multiplicity": 3,
  "largest_force_ev_per_a": 4.18,
  "orbital_gap_ev": [7.2, 6.8],
  "species": ["O", "Ni", "O", "C", "C", "O", "C", "C", "O", "Mg", "H", "H", "H", "H", "H", "H"],
  "coordinates": [[4.0036, 0.0796, 0.5542], [2.6005, -0.7263, -0.1348], [0.8983, 2.1909, 0.3577], [1.4045, 1.2077, 1.0228], [0.7415, -0.0151, 1.1013], [-0.5453, -0.0081, 0.5477], [-0.9086, -0.9715, -0.4495], [-2.2027, -0.4547, -1.0769], [-2.0916, 0.8833, -1.4385], [-0.9341, 1.8608, -0.3010], [2.6901, 1.3532, 1.3820], [0.9156, -0.7116, 1.9304], [-1.0139, -1.9658, 0.0071], [-0.1097, -1.0071, -1.2113], [-3.0227, -0.6107, -0.3463], [-2.4254, -1.1048, -1.9448]]
}